ORCA calculation (the ωB97M-V functional and the def2-TZVPD basis) on a structure of composition C29H26AuFN6O7 at a distorted geometry.

Each line ends with the Löwdin charge.
CARTESIAN COORDINATES (ANGSTROEM)
Au -1.240 3.707 -1.880  1.34
C -2.881 -3.908 -1.360  -0.05
C -3.725 -2.823 -0.698  -0.17
N -3.022 -1.547 -0.590  -0.01
C -3.147 -0.667 -1.587  0.06
C -2.663 0.619 -1.589  0.00
C -2.924 1.420 -2.897  -0.56
O -3.528 0.794 -3.737  0.12
O -2.521 2.610 -2.985  -0.06
C -2.002 1.116 -0.437  -0.31
O -1.653 2.283 -0.165  -0.05
C -1.724 0.092 0.560  -0.05
C -0.882 0.434 1.617  0.09
C -0.569 -0.469 2.589  -0.17
F 0.302 -0.053 3.529  0.07
C -1.134 -1.765 2.619  -0.12
C -1.934 -2.111 1.529  0.07
C -2.238 -1.216 0.493  -0.11
N -0.879 -2.671 3.645  -0.09
C 0.059 -2.335 4.713  -0.12
C 0.252 -3.544 5.635  -0.08
N 0.074 -4.770 4.826  0.06
C -1.355 -4.919 4.444  -0.07
C -1.937 -3.529 4.135  -0.12
H -3.453 -4.831 -1.407  0.09
H -1.967 -4.093 -0.804  0.07
H -2.612 -3.625 -2.373  0.09
H -4.037 -3.132 0.300  0.12
H -4.631 -2.666 -1.286  0.14
H -3.697 -0.985 -2.464  0.16
H -0.469 1.429 1.657  0.14
H -2.310 -3.119 1.461  0.10
H -0.276 -1.487 5.321  0.14
H 1.015 -2.063 4.262  0.14
H -0.470 -3.561 6.452  0.14
H 1.249 -3.518 6.072  0.15
H 0.405 -5.602 5.324  0.20
H 0.638 -4.657 3.975  0.19
H -1.899 -5.372 5.272  0.15
H -1.421 -5.578 3.579  0.14
H -2.383 -3.094 5.038  0.14
H -2.733 -3.622 3.402  0.13
N 4.588 5.940 -1.037  0.22
C 3.499 5.846 -0.701  -0.16
C 2.160 5.673 -0.256  -0.16
C 1.802 5.909 1.074  0.05
C 0.489 5.681 1.446  0.00
C -0.402 5.182 0.513  -0.08
N -0.048 4.939 -0.751  -0.08
C 1.194 5.205 -1.144  -0.04
H 2.537 6.263 1.782  0.14
H 0.157 5.881 2.452  0.13
H -1.426 4.968 0.774  0.13
H 1.428 5.029 -2.184  0.13
O 0.608 0.644 -1.960  0.10
C 1.068 1.576 -2.581  -0.59
O 0.758 2.778 -2.642  -0.03
C 2.321 1.285 -3.479  -0.11
C 2.641 2.155 -4.505  -0.01
C 3.742 1.885 -5.302  0.03
C 4.496 0.750 -5.050  -0.12
C 4.173 -0.118 -4.021  0.02
C 3.073 0.153 -3.223  0.00
N 5.664 0.453 -5.902  -0.36
O 6.261 -0.562 -5.656  0.10
O 5.914 1.250 -6.765  0.11
H 2.045 3.032 -4.694  0.12
H 4.011 2.552 -6.106  0.13
H 4.770 -1.001 -3.850  0.12
H 2.803 -0.518 -2.424  0.12

Properties
Lowest unoccupied orbital energy (spin up / spin down) (eV): -9.08 / -9.08
Total charge: +2
HOMO level (spin up / spin down) (eV): -13.55 / -13.55
Calculated total energy (hartree): -2210.73164
Frontier orbital gap (spin up / spin down) (eV): 4.47 / 4.46



ORCA calculation (the ωB97M-V functional and the def2-TZVPD basis) on a cluster of 2 separate species, CF4OS in total at a distorted geometry.

Each line ends with the Löwdin charge.
CARTESIAN COORDINATES (ANGSTROEM)
C 2.034 0.411 0.349  -0.07
O -2.205 0.369 -1.160  -0.35
F 2.701 -0.759 0.448  0.01
F 2.270 0.899 -0.823  0.07
F -0.624 -0.959 -0.008  -0.34
F -1.952 0.529 1.280  -0.34
S -2.224 -0.490 -0.087  1.02

Properties
Relative energy (zero: lowest compared OMol25 entry of this formula, charge and spin) (kcal per mole): 38.0
Lowest unoccupied orbital energy (eV): -0.30
Total charge: 0
HOMO level (eV): -11.03
Calculated total energy (hartree): -910.89496
Frontier orbital gap (eV): 10.73



ORCA calculation (the ωB97M-V functional and the def2-TZVPD basis) on an isolated molecule of C3H3ClO4S at a distorted geometry.

Each line ends with the Löwdin charge.
CARTESIAN COORDINATES (ANGSTROEM)
C 0.205 -1.731 -0.181  -0.64
C 0.701 0.824 -0.388  -0.19
C -0.437 -0.302 -0.404  -0.37
O 1.032 -2.000 0.638  0.09
O -1.215 -0.073 0.666  -0.27
O 0.891 1.143 0.959  -0.29
O -1.349 2.106 1.670  -0.33
S -0.584 0.996 1.856  1.03
Cl -0.218 -2.946 -1.525  0.56
H 1.593 0.561 -0.868  0.10
H 0.482 1.714 -1.109  0.16
H -1.101 -0.291 -1.315  0.16

Properties
Relative energy (zero: lowest compared OMol25 entry of this formula, charge and spin) (kcal per mole): 1.8
Lowest unoccupied orbital energy (eV): 0.19
Total charge: 0
HOMO level (eV): -10.63
Calculated total energy (hartree): -1275.39730
Frontier orbital gap (eV): 10.81



ORCA calculation (the ωB97M-V functional and the def2-TZVPD basis) on a structure of composition C2H4Br3 at a distorted geometry.

Each line ends with the Löwdin charge.
CARTESIAN COORDINATES (ANGSTROEM)
Br -2.133 -3.128 -0.996  -0.80
Br 1.442 -1.059 -1.372  0.49
C 0.257 -0.283 0.044  -0.77
C 0.344 1.219 0.171  -0.66
Br -1.236 1.398 1.274  0.65
H 0.617 -0.638 1.010  0.05
H -0.720 -0.737 -0.121  -0.06
H 0.269 1.672 -0.818  0.06
H 1.161 1.556 0.809  0.05

Properties
Relative energy (zero: lowest compared OMol25 entry of this formula, charge and spin) (kcal per mole): 16.0
Lowest unoccupied orbital energy (eV): 2.96
Total charge: -1
HOMO level (eV): -3.60
Calculated total energy (hartree): -7800.72304
Frontier orbital gap (eV): 6.56



ORCA calculation (the ωB97M-V functional and the def2-TZVPD basis) on a cluster of 2 separate species, C3HO3 in total at a distorted geometry.

Each line ends with the Löwdin charge.
CARTESIAN COORDINATES (ANGSTROEM)
C -0.111 -0.360 0.115  -0.02
C 1.012 -0.662 -0.239  -0.50
C 3.684 0.219 0.044  -0.54
O 3.242 1.270 -0.226  0.12
O 4.533 -0.495 0.422  0.11
O 2.169 -1.096 -0.395  -0.11
H -1.088 0.021 0.025  -0.06

Properties
Relative energy (zero: lowest compared OMol25 entry of this formula, charge and spin) (kcal per mole): 19.2
Lowest unoccupied orbital energy (eV): 4.08
Total charge: -1
HOMO level (eV): -3.45
Calculated total energy (hartree): -340.65198
Frontier orbital gap (eV): 7.54



ORCA calculation (the ωB97M-V functional and the def2-TZVPD basis) on a structure of composition C36H72O23S4 at a distorted geometry.

Each line ends with the Löwdin charge.
CARTESIAN COORDINATES (ANGSTROEM)
C -3.248 2.564 3.541  -0.14
C -3.835 2.193 4.912  -0.15
C -4.918 1.155 4.569  -0.19
O -4.827 0.891 3.173  -0.12
C -3.528 1.280 2.768  -0.21
H -2.176 2.756 3.616  0.10
H -3.752 3.439 3.136  0.10
H -4.248 3.055 5.434  0.11
H -3.080 1.735 5.551  0.10
H -5.933 1.464 4.819  0.12
H -4.743 0.230 5.132  0.11
H -3.509 1.389 1.683  0.11
H -2.780 0.528 3.042  0.09
C -0.194 0.163 -0.964  -0.13
C -1.183 0.404 0.201  -0.15
C -0.356 1.117 1.256  -0.18
O 0.632 1.831 0.507  -0.15
C 1.000 1.065 -0.636  -0.20
H -0.650 0.466 -1.907  0.11
H 0.081 -0.887 -1.050  0.08
H -1.653 -0.532 0.512  0.09
H -2.016 0.982 -0.201  0.08
H 0.168 0.468 1.961  0.09
H -0.919 1.867 1.809  0.11
H 1.888 0.453 -0.432  0.10
H 1.242 1.806 -1.396  0.12
C -5.246 0.469 -2.920  -0.14
C -4.573 1.021 -1.657  -0.15
C -5.725 1.149 -0.635  -0.18
O -6.740 0.282 -1.112  -0.15
C -6.731 0.354 -2.538  -0.19
H -4.883 -0.537 -3.126  0.10
H -5.087 1.126 -3.773  0.10
H -4.139 2.006 -1.851  0.08
H -3.745 0.407 -1.308  0.07
H -6.149 2.162 -0.676  0.12
H -5.444 0.906 0.386  0.11
H -7.301 1.240 -2.841  0.12
H -7.209 -0.569 -2.854  0.12
C 6.371 3.711 -1.192  -0.15
C 5.815 2.377 -0.655  -0.14
C 4.513 2.131 -1.450  -0.20
O 4.586 2.985 -2.586  -0.14
C 5.312 4.140 -2.224  -0.21
H 7.356 3.615 -1.638  0.10
H 6.383 4.448 -0.390  0.10
H 5.557 2.460 0.401  0.10
H 6.514 1.557 -0.803  0.10
H 3.612 2.359 -0.870  0.11
H 4.485 1.084 -1.747  0.09
H 4.655 4.913 -1.807  0.11
H 5.765 4.531 -3.136  0.12
C -1.428 -5.017 -3.681  -0.14
C -0.371 -4.940 -2.558  -0.14
C -0.206 -3.434 -2.348  -0.22
O -0.473 -2.832 -3.602  -0.14
C -1.523 -3.589 -4.215  -0.18
H -2.387 -5.305 -3.246  0.10
H -1.166 -5.776 -4.414  0.11
H 0.576 -5.386 -2.856  0.11
H -0.715 -5.389 -1.625  0.09
H 0.777 -3.109 -2.006  0.11
H -0.939 -3.079 -1.610  0.10
H -1.404 -3.544 -5.297  0.12
H -2.453 -3.092 -3.925  0.11
C 3.136 -0.582 -5.274  -0.16
C 4.170 0.462 -5.686  -0.16
C 5.351 0.156 -4.770  -0.19
O 4.751 -0.346 -3.581  -0.18
C 3.469 -0.911 -3.814  -0.19
H 3.220 -1.483 -5.885  0.11
H 2.116 -0.226 -5.417  0.11
H 3.806 1.480 -5.532  0.11
H 4.368 0.406 -6.757  0.11
H 6.003 0.982 -4.494  0.12
H 5.993 -0.634 -5.183  0.12
H 2.785 -0.463 -3.087  0.11
H 3.491 -1.992 -3.649  0.11
C 3.798 -2.544 0.791  -0.16
C 4.572 -1.278 0.492  -0.18
C 5.641 -1.801 -0.452  -0.20
O 6.067 -2.997 0.201  -0.15
C 4.887 -3.642 0.724  -0.17
H 3.020 -2.756 0.052  0.10
H 3.289 -2.515 1.756  0.08
H 5.047 -0.883 1.387  0.11
H 3.998 -0.482 0.014  0.09
H 6.502 -1.145 -0.575  0.12
H 5.254 -2.024 -1.454  0.11
H 5.160 -4.056 1.691  0.12
H 4.630 -4.414 -0.006  0.11
C -2.740 -5.043 0.611  -0.18
C -4.027 -4.973 1.410  -0.16
O -4.838 -4.124 0.612  -0.18
S -3.953 -3.057 -0.258  0.63
O -4.138 -1.751 0.266  -0.19
O -4.139 -3.344 -1.637  -0.21
O -2.560 -3.681 0.247  -0.23
H -2.821 -5.663 -0.287  0.13
H -1.878 -5.417 1.160  0.13
H -3.844 -4.520 2.388  0.14
H -4.533 -5.927 1.535  0.14
C 2.384 1.836 5.241  -0.14
C 3.291 2.523 4.216  -0.15
O 4.284 1.513 3.942  -0.18
S 3.444 0.161 3.736  0.59
O 4.234 -0.987 4.001  -0.20
O 2.768 0.260 2.484  -0.23
O 2.464 0.431 4.970  -0.19
H 1.364 2.211 5.241  0.13
H 2.811 1.962 6.238  0.13
H 3.828 3.365 4.643  0.14
H 2.776 2.816 3.302  0.13
C -2.784 5.925 -0.641  -0.17
C -3.051 4.427 -0.565  -0.17
O -4.073 4.283 0.417  -0.20
S -4.839 5.689 0.677  0.62
O -4.431 6.275 1.908  -0.22
O -6.222 5.511 0.402  -0.21
O -4.101 6.474 -0.526  -0.19
H -2.342 6.245 -1.579  0.14
H -2.185 6.286 0.201  0.13
H -2.216 3.777 -0.316  0.13
H -3.431 4.145 -1.553  0.12
C -0.468 -2.609 2.632  -0.15
C 0.777 -2.402 3.475  -0.17
O 0.242 -2.049 4.752  -0.18
S -0.995 -1.024 4.510  0.61
O -0.475 0.300 4.430  -0.22
O -2.038 -1.348 5.417  -0.20
O -1.355 -1.566 3.049  -0.20
H -0.967 -3.547 2.877  0.13
H -0.219 -2.541 1.574  0.13
H 1.381 -1.586 3.076  0.09
H 1.390 -3.293 3.583  0.14

Properties
Relative energy (zero: lowest compared OMol25 entry of this formula, charge and spin) (kcal per mole): 3.8
Lowest unoccupied orbital energy (eV): -0.01
Total charge: 0
HOMO level (eV): -9.19
Calculated total energy (hartree): -4737.95910
Frontier orbital gap (eV): 9.18